*w*
An isolated molecule of CH3NO3S. Source: the OMol25 dataset; level of theory: ωB97M-V/def2-TZVPD.

Summary:
Orbital gap (spin up / spin down): 6.8 / 6.8 eV
HOMO (spin up / spin down): -9.3 / -9.3 eV

```
9
CH3NO3S | the OMol25 dataset | ωB97M-V/def2-TZVPD
C -1.170 -0.404 1.264
N 1.245 -0.386 -1.933
O -0.511 1.891 0.154
O 1.397 0.316 0.617
O 0.116 -0.021 -1.533
S 0.001 0.561 0.442
H -0.792 -1.372 1.324
H -2.155 -0.029 0.828
H 1.867 -0.558 -1.163
```



*x*
An isolated molecule of CH3NO3S. Source: the OMol25 dataset; level of theory: ωB97M-V/def2-TZVPD.

Summary:
Structure (SMILES): O=[N+]([O-])SCO
Orbital gap: 10.6 eV
HOMO: -10.4 eV

```
9
CH3NO3S | the OMol25 dataset | ωB97M-V/def2-TZVPD
O 0.788 1.463 0.083
N 1.455 0.485 0.193
O 2.404 0.278 0.833
S 0.767 -0.996 -0.594
C -0.915 -0.265 -0.590
O -1.196 0.001 0.796
H -0.884 0.719 -1.144
H -1.664 -1.042 -0.911
H -0.755 -0.643 1.335
```



*x* comes first in stability; the runner-up is 43.8 kcal/mol higher.



*w*
A cluster of 2 separate species, CH3NO3S in total. Source: the OMol25 dataset; level of theory: ωB97M-V/def2-TZVPD.

Summary:
Structure (SMILES): O=CS.O=NO
Orbital gap: 10.3 eV
HOMO: -9.9 eV

```
9
CH3NO3S | the OMol25 dataset | ωB97M-V/def2-TZVPD
O -0.373 -0.510 -0.095
C 0.012 -0.176 -1.183
S 0.482 -1.152 -2.575
H -0.041 0.879 -1.690
H 0.565 -2.454 -2.152
O 0.134 1.979 0.894
N 0.339 1.005 1.521
O -0.707 0.608 2.337
H -0.411 -0.179 2.943
```



*x*
A structure of composition CH3NO3S. Source: the OMol25 dataset; level of theory: ωB97M-V/def2-TZVPD.

Summary:
Orbital gap: 9.4 eV
HOMO: -10.7 eV

```
9
CH3NO3S | the OMol25 dataset | ωB97M-V/def2-TZVPD
C -0.502 0.056 0.018
N 0.324 -0.315 -0.837
O 2.013 1.961 1.031
O -0.128 2.484 2.029
O -0.642 -0.606 1.159
S 0.574 1.993 0.870
H -1.389 0.750 -0.035
H 0.323 0.169 -1.786
H -0.081 -1.332 1.355
```



*y*
A structure of composition CH3NO3S. Source: the OMol25 dataset; level of theory: ωB97M-V/def2-TZVPD.

Summary:
Orbital gap: 11.5 eV
HOMO: -10.9 eV

```
9
CH3NO3S | the OMol25 dataset | ωB97M-V/def2-TZVPD
C 0.179 0.200 -0.375
N 0.446 -0.467 1.046
O 1.905 2.453 -0.176
O -0.136 2.357 1.069
O 1.552 0.406 1.371
S 0.946 1.660 0.447
H 0.823 -0.467 -1.161
H -0.871 0.192 -0.665
H -0.409 -0.314 1.631
```



*x* comes first in stability; the runner-up is 43.8 kcal/mol higher.



*w*
An isolated molecule of CH3NO3S. Source: the OMol25 dataset; level of theory: ωB97M-V/def2-TZVPD.

Summary:
Structure (SMILES): O=C(NO)OS
Orbital gap: 10.0 eV
HOMO: -9.6 eV

```
9
CH3NO3S | the OMol25 dataset | ωB97M-V/def2-TZVPD
O -0.213 1.068 -0.877
C -0.092 0.149 -0.131
N 1.145 -0.358 0.223
O 2.247 0.297 -0.156
O -1.038 -0.594 0.442
S -2.589 -0.152 -0.111
H 1.412 -1.276 0.655
H 2.218 0.451 -1.049
H -3.091 0.415 1.003
```



*x*
An isolated molecule of CH3NO3S. Source: the OMol25 dataset; level of theory: ωB97M-V/def2-TZVPD.

Summary:
Orbital gap (spin up / spin down): 7.9 / 7.9 eV
HOMO (spin up / spin down): -8.4 / -8.4 eV

```
9
CH3NO3S | the OMol25 dataset | ωB97M-V/def2-TZVPD
C -0.469 0.683 0.301
N 0.205 0.113 -0.700
O -1.204 0.320 1.220
O 1.333 0.948 -1.195
O -1.723 -1.413 -0.458
S -2.087 -1.320 0.989
H 0.302 -0.759 -1.107
H 1.069 1.788 -0.904
H -1.163 -2.006 1.570
```



*w* comes first in stability; the runner-up is 79.6 kcal/mol higher.



*w*
An isolated molecule of C4H8ClN3. Source: the OMol25 dataset; level of theory: ωB97M-V/def2-TZVPD.

Summary:
Structure (SMILES): [H]/N=C(\NN)C(=C)CCl
Orbital gap: 9.9 eV
HOMO: -9.3 eV

```
16
C4H8ClN3 | the OMol25 dataset | ωB97M-V/def2-TZVPD
H 2.529 -0.134 0.324
N 1.762 -0.768 0.234
C 0.657 -0.111 0.095
N 0.564 1.298 0.119
N 1.701 2.090 0.074
C -0.621 -0.826 -0.049
C -0.624 -2.134 -0.343
C -1.925 -0.126 0.204
Cl -2.458 0.902 -1.185
H -0.182 1.706 -0.364
H 2.372 1.724 -0.620
H 2.154 2.059 1.009
H -1.569 -2.706 -0.430
H 0.278 -2.669 -0.468
H -1.902 0.538 1.063
H -2.736 -0.842 0.338
```



*x*
A cluster of 2 separate species, C4H8ClN3 in total. Source: the OMol25 dataset; level of theory: ωB97M-V/def2-TZVPD.

Summary:
Orbital gap: 7.8 eV
HOMO: -8.2 eV

```
16
C4H8ClN3 | the OMol25 dataset | ωB97M-V/def2-TZVPD
C 1.921 1.202 0.395
C 1.818 -0.229 -0.002
C -1.716 -0.703 0.058
C -2.806 0.233 -0.360
H 0.629 1.821 -0.208
H 3.043 1.659 -0.114
H 1.802 1.212 1.726
H 3.625 -1.045 0.191
H 0.723 -1.611 -0.436
H -1.845 -1.857 0.662
H -2.977 0.104 -1.502
H -2.441 1.349 -0.382
N 2.635 -1.320 0.192
N 0.520 -0.681 -0.162
N -0.527 0.138 -0.388
Cl -4.404 -0.271 0.328
```



*y*
An isolated molecule of C4H8ClN3. Source: the OMol25 dataset; level of theory: ωB97M-V/def2-TZVPD.

Summary:
Structure (SMILES): C/N=C\N(N)/C=C/Cl
Orbital gap: 9.4 eV
HOMO: -8.8 eV

```
16
C4H8ClN3 | the OMol25 dataset | ωB97M-V/def2-TZVPD
C 1.817 1.542 1.331
N 0.466 1.886 1.124
C -0.303 1.216 0.486
N -0.129 0.004 -0.365
N 0.621 -1.059 0.313
C -1.296 -0.500 -0.933
C -1.497 -1.649 -1.598
Cl -3.222 -1.850 -2.192
H 2.098 0.638 2.045
H 2.463 1.228 0.426
H 2.335 2.363 1.826
H -1.252 1.712 0.057
H -0.201 -1.723 0.692
H 1.137 -1.707 -0.459
H -1.998 0.458 -0.982
H -1.040 -2.561 -1.772
```



*z*
An isolated molecule of C4H8ClN3. Source: the OMol25 dataset; level of theory: ωB97M-V/def2-TZVPD.

Summary:
Structure (SMILES): N[C@@H]1C=NN[C@H]1CCl
Orbital gap: 10.0 eV
HOMO: -9.1 eV

```
16
C4H8ClN3 | the OMol25 dataset | ωB97M-V/def2-TZVPD
N -0.047 1.899 -0.453
C 0.265 0.722 0.353
C 1.763 0.428 0.340
N 2.076 -0.774 0.061
N 0.913 -1.518 -0.127
C -0.193 -0.565 -0.367
C -1.478 -1.188 0.157
Cl -2.814 -0.034 0.076
H -1.000 2.249 -0.205
H 0.481 2.724 -0.132
H -0.098 0.729 1.420
H 2.478 1.230 0.496
H 1.068 -2.163 -0.901
H -0.329 -0.285 -1.408
H -1.739 -2.012 -0.512
H -1.348 -1.443 1.201
```



*z* comes first in stability; the runner-up is 6.5 kcal/mol higher.



*w*
A cluster of 2 separate species, C4H11O3 in total. Source: the OMol25 dataset; level of theory: ωB97M-V/def2-TZVPD.

Summary:
Orbital gap: 6.4 eV
Charge: -1
HOMO: -2.9 eV

```
18
C4H11O3 | the OMol25 dataset | ωB97M-V/def2-TZVPD
C 0.592 -0.911 -1.519
O 0.234 -0.044 -2.500
C -0.544 -0.693 -0.423
C -0.656 0.806 -0.251
C -0.818 1.215 1.332
O -0.555 0.109 2.105
H 0.667 -1.986 -1.736
H 1.629 -0.669 -1.222
H -0.444 -0.519 -3.150
H -0.320 -1.283 0.521
H -1.458 -0.992 -0.860
H 0.112 1.422 -0.636
H -1.435 1.246 -0.800
H -1.825 1.612 1.691
H -0.050 1.947 1.506
H 2.079 -0.075 2.387
H 0.874 -0.468 1.747
O 1.920 -0.717 1.809
```



*x*
A cluster of 2 separate species, C4H11O3 in total. Source: the OMol25 dataset; level of theory: ωB97M-V/def2-TZVPD.

Summary:
Orbital gap: 6.8 eV
Charge: -1
HOMO: -3.2 eV

```
18
C4H11O3 | the OMol25 dataset | ωB97M-V/def2-TZVPD
C 1.207 0.625 -0.900
C 0.945 0.596 0.597
C -0.698 0.740 0.901
O -1.411 -0.379 0.645
C 0.466 -0.550 -1.624
O 0.859 -0.402 -3.025
H 0.790 1.557 -1.340
H 2.223 0.551 -1.287
H 1.403 1.424 1.097
H 1.182 -0.337 1.074
H -0.896 1.113 1.934
H -0.877 1.572 0.181
H -0.609 -0.532 -1.553
H 0.838 -1.490 -1.230
H 0.705 -1.247 -3.456
H -1.547 -1.143 2.026
H -2.546 -0.658 3.074
O -2.032 -1.442 2.885
```



*y*
A cluster of 3 separate species, C4H11O3 in total. Source: the OMol25 dataset; level of theory: ωB97M-V/def2-TZVPD.

Summary:
Orbital gap: 2.6 eV
Charge: -1
HOMO: -3.2 eV

```
18
C4H11O3 | the OMol25 dataset | ωB97M-V/def2-TZVPD
C -2.778 -1.248 -1.446
O -2.567 -2.124 -2.379
C -2.015 -1.343 -0.142
C -0.389 -0.667 -0.303
C 0.123 -0.110 0.867
O 2.401 1.166 0.692
H -3.811 -1.298 -0.976
H -2.760 -0.183 -1.803
H -1.936 -2.360 0.211
H -2.484 -0.647 0.548
H -0.586 -0.157 -1.200
H 0.005 -1.627 -0.564
H -0.416 0.754 1.263
H 0.173 -0.818 1.697
H 1.668 0.584 0.521
H 3.122 1.335 1.286
H 3.746 2.773 2.089
O 4.236 3.541 2.035
```



*x* comes first in stability; the runner-up is 34.0 kcal/mol higher.